ClN3O2 | ωB97M-V/def2-TZVPD

Geometry as XYZ:
```
6
Properties=species:S:1:pos:R:3:forces:R:3
O -1.60160 -0.20487 -1.02963 -0.32 0.32 -0.14
N -0.70453 -0.70665 -0.41083 -1.75 -0.64 0.75
O -0.60303 -1.84663 -0.03701 -0.07 -0.28 0.21
N 0.42541 0.01946 -0.25717 4.60 6.56 4.82
N 0.53703 0.98573 0.84242 -3.85 -6.27 -5.12
Cl 1.94671 1.75297 0.89221 1.38 0.31 -0.52
```
Positions in Å, forces in eV/Å.

Results
Energy relative to the best compared isomer or geometry (same formula, charge and spin)   3.1972 eV
Calculated total energy   -21080.109 eV
Structure (SMILES)   O=[N+]([O-])/N=N/Cl
Spin multiplicity   1
F_max   9.4 eV Å⁻¹



ClNO7Rb2 | ωB97M-V/def2-TZVPD

Geometry as XYZ:
```
11
Properties=species:S:1:pos:R:3:forces:R:3
Rb -20.45290 10.60481 -21.69775 0.03 -0.54 -0.82
Rb -14.55378 9.91287 -25.66232 -0.38 -0.07 0.52
Cl -21.93803 8.75707 -24.59844 -0.23 -0.27 0.51
O -20.52123 8.95066 -24.35230 0.19 0.32 0.13
O -22.59642 10.05077 -24.61893 0.13 0.10 0.06
O -22.12474 8.08001 -25.84748 -0.10 0.01 0.11
O -22.47775 7.98223 -23.48855 0.06 0.20 -0.34
N -16.89732 9.50546 -23.06017 -0.01 0.05 -0.14
O -16.70715 8.29555 -22.95666 0.11 -0.02 -0.04
O -18.04150 9.98596 -23.04573 -0.05 0.18 0.43
O -15.90859 10.28873 -23.21530 0.25 0.05 -0.43
```
Positions in Å, forces in eV/Å.

Results
Energy relative to the best compared isomer or geometry (same formula, charge and spin)   0.4547 eV
Calculated total energy   -29645.889 eV
Spin multiplicity   1
F_max   1.0 eV Å⁻¹



ClNi | ωB97M-V/def2-TZVPD

Geometry as XYZ:
```
2
Properties=species:S:1:pos:R:3:forces:R:3
Ni 11.31377 -7.68855 -11.08590 -0.89 0.66 -0.93
Cl 9.89058 -6.62918 -12.57645 0.89 -0.66 0.93
```
Positions in Å, forces in eV/Å.

Results
Energy relative to the best compared isomer or geometry (same formula, charge and spin)   0.0000 eV
Calculated total energy   -53563.110 eV
Spin multiplicity   4
F_max   1.5 eV Å⁻¹



ClO4OsSe3Te | ωB97M-V/def2-TZVPD

Geometry as XYZ:
```
10
Properties=species:S:1:pos:R:3:forces:R:3
Os 0.35513 0.86672 0.09940 -4.81 -0.59 -0.32
Se 1.38099 0.33753 -1.78227 1.05 -0.25 -2.35
Se 3.38079 -0.95099 -1.65424 0.43 0.76 1.95
Te 4.02634 0.04057 0.65246 1.45 -1.13 -1.98
Se 1.97544 0.79481 1.67105 0.43 0.27 1.92
O -3.47691 0.46272 0.49351 0.08 -0.04 -0.43
Cl -2.31377 -0.27008 0.22009 -0.16 2.68 -1.36
O -2.49577 -1.61545 0.04399 -0.17 -2.23 0.07
O -1.31005 0.06912 1.23957 1.47 -0.01 2.23
O -1.52218 0.26505 -0.98356 0.23 0.54 0.26
```
Positions in Å, forces in eV/Å.

Results
Calculated total energy   -226494.322 eV
Spin multiplicity   5
Total charge   +1
F_max   4.9 eV Å⁻¹



ClO5S2 | ωB97M-V/def2-TZVPD

Geometry as XYZ:
```
8
Properties=species:S:1:pos:R:3:forces:R:3
O 2.48065 -1.94078 -1.10908 -0.49 0.58 0.44
O 1.93403 0.99727 -0.12549 -0.04 0.31 -0.30
O 1.48500 -0.68292 1.61130 -0.52 0.50 -1.97
O -1.34063 0.22934 -1.51335 0.08 -0.37 -0.99
O -1.78419 1.85472 0.24291 0.40 -0.10 0.20
S 1.27785 -0.22600 0.22644 1.14 -1.41 1.98
S -1.26578 0.55190 -0.12251 -0.67 0.67 0.53
Cl -2.78693 -0.78352 0.78978 0.12 -0.18 0.11
```
Positions in Å, forces in eV/Å.

Results
Energy relative to the best compared isomer or geometry (same formula, charge and spin)   4.5008 eV
Calculated total energy   -44427.383 eV
Spin multiplicity   1
Total charge   -1
F_max   2.7 eV Å⁻¹



ClPd2 | ωB97M-V/def2-TZVPD

Geometry as XYZ:
```
3
Properties=species:S:1:pos:R:3:forces:R:3
Pd 6.20225 38.98084 -7.16575 -0.30 0.00 -0.16
Pd 2.99472 36.59365 -9.62350 0.06 0.22 0.11
Cl 4.13146 38.56309 -8.36972 0.25 -0.22 0.05
```
Positions in Å, forces in eV/Å.

Results
Energy relative to the best compared isomer or geometry (same formula, charge and spin)   0.1113 eV
Calculated total energy   -19437.129 eV
Spin multiplicity   5
Total charge   +3
F_max   0.3 eV Å⁻¹



CoF6Pb3 | ωB97M-V/def2-TZVPD

Geometry as XYZ:
```
10
Properties=species:S:1:pos:R:3:forces:R:3
Pb -0.47585 -1.51265 -2.51884 3.77 1.66 -0.22
Pb -1.21262 -1.97769 1.07718 2.23 1.08 1.60
Pb -2.30498 1.60985 -0.43930 2.78 1.41 -1.24
Co 1.23982 0.87920 1.25779 -2.32 -0.69 0.91
F 0.13098 2.64632 0.80507 0.43 -3.26 -0.12
F 1.96092 -1.80680 -1.51972 -3.65 0.40 -0.88
F -0.08964 -0.09895 -0.22273 -1.51 -0.69 1.04
F -0.78646 1.02158 -2.67410 -1.30 -1.68 1.93
F -0.28819 0.29420 2.67385 0.74 -0.72 -2.53
F 1.82602 -1.05505 1.56083 -1.16 2.49 -0.49
```
Positions in Å, forces in eV/Å.

Results
Calculated total energy   -69637.071 eV
Spin multiplicity   5
Total charge   +3
F_max   4.1 eV Å⁻¹



CrH16O8 | ωB97M-V/def2-TZVPD

Geometry as XYZ:
```
25
Properties=species:S:1:pos:R:3:forces:R:3
Cr -0.03585 0.01542 -0.00051 1.49 -1.42 -0.06
O 1.82444 0.73396 -0.45784 -0.50 0.14 -0.22
H 2.66083 0.26848 -0.45829 0.43 -0.56 0.22
H 2.03075 1.59853 -0.81308 -0.24 0.77 -0.44
O 1.21708 -1.74113 -0.56147 -0.81 0.64 -0.32
H 1.82392 -2.23872 -0.01340 0.24 -0.50 0.37
H 1.64459 -1.70035 -1.41693 0.33 -0.16 -0.71
O 0.10996 1.74039 1.31729 -0.09 -0.13 0.04
H -0.16633 1.69817 2.23278 -0.43 0.10 0.61
H 0.68051 2.50774 1.27396 0.41 0.52 -0.15
O -0.95455 -0.68742 -1.73456 0.70 0.34 0.16
H -0.48566 -1.14086 -2.43511 0.42 -0.31 -0.53
H -1.87224 -0.71083 -2.00573 -0.87 0.04 0.18
O -0.42102 1.90334 -1.39961 0.05 -0.51 0.22
H -0.94457 1.65378 -2.16108 -0.02 0.02 -0.67
H -0.55184 2.84800 -1.31757 0.02 0.71 0.19
O -1.00230 -1.90784 0.76694 0.07 0.42 0.02
H -1.04707 -2.72565 0.27155 -0.05 -0.42 -0.48
H -1.46531 -2.09610 1.58328 -0.29 -0.01 0.60
O 1.03171 -0.63628 1.77936 -0.31 0.38 -0.08
H 1.46649 -1.48708 1.83701 -0.13 -0.58 0.30
H 1.49552 -0.08647 2.41089 0.26 0.55 0.39
O -2.01004 0.55146 0.34771 -0.17 -0.33 0.11
H -2.52466 0.47522 1.15119 -0.36 -0.28 0.65
H -2.50440 1.16423 -0.19668 -0.14 0.58 -0.40
```
Positions in Å, forces in eV/Å.

Results
Energy relative to the best compared isomer or geometry (same formula, charge and spin)   0.7462 eV
Calculated total energy   -45031.903 eV
Spin multiplicity   4
Total charge   +3
F_max   2.1 eV Å⁻¹



Cu2F2H12NO11S2 | ωB97M-V/def2-TZVPD

Geometry as XYZ:
```
30
Properties=species:S:1:pos:R:3:forces:R:3
Cu -20.81729 20.98147 5.24048 1.39 -1.83 -1.07
Cu -20.57182 19.12404 2.62273 0.27 0.89 1.11
N -19.36021 18.81391 1.07017 0.49 1.74 -0.01
S -18.57037 17.48237 0.64754 -0.26 -4.45 0.28
O -17.53894 17.09829 1.54805 -0.26 0.51 -0.23
O -18.43197 17.33803 -0.75879 0.16 0.80 0.45
F -19.75984 16.47552 1.01648 0.04 0.57 0.04
S -18.36478 19.98708 0.43350 -0.35 2.37 -0.16
O -18.85744 20.48783 -0.79616 -0.10 -0.35 0.26
O -16.98188 19.75102 0.64279 -0.17 -0.47 -0.02
F -18.68025 21.16019 1.47283 -0.15 -0.42 -0.08
O -21.92228 19.58546 4.32096 0.99 0.99 0.03
H -21.74200 18.90481 4.98321 -0.19 -0.31 -0.28
O -19.53266 20.36784 3.90564 -0.34 0.45 0.86
H -18.70700 20.85344 3.83655 -0.45 0.68 -0.20
O -19.35589 22.09998 6.41194 -0.75 0.33 -0.51
H -19.39878 23.06194 6.48170 0.05 0.02 -0.03
H -18.75438 21.81296 7.10885 -0.15 -0.33 0.02
O -16.74654 19.36673 3.78249 0.05 0.04 0.23
H -17.56579 19.86190 3.84204 0.21 -0.40 -0.11
H -16.39050 19.57123 2.90774 0.01 -0.19 -0.05
O -19.82778 17.49980 3.89942 -0.49 -0.08 0.15
H -20.27989 16.69766 4.18497 0.06 -0.14 -0.28
H -18.99562 17.53348 4.38563 0.26 0.16 -0.39
O -21.41859 21.11451 1.85789 -0.11 -0.44 -0.40
H -21.68912 21.90963 2.32375 -0.07 -0.05 0.09
H -21.21052 21.40254 0.95952 0.01 -0.07 -0.04
O -19.73548 19.30940 6.60947 -0.27 -0.13 0.21
H -18.81115 19.03749 6.55940 0.05 0.10 -0.11
H -20.21889 18.50816 6.83975 0.06 0.00 0.24
```
Positions in Å, forces in eV/Å.

Results
Calculated total energy   -140582.978 eV
Spin multiplicity   3
Total charge   +1
F_max   4.5 eV Å⁻¹



Cu2IZn | ωB97M-V/def2-TZVPD

Geometry as XYZ:
```
4
Properties=species:S:1:pos:R:3:forces:R:3
Cu 1.36461 -18.62121 3.64448 -3.12 9.49 -2.25
Cu 2.83439 -21.38006 5.87487 6.41 -6.86 13.69
Zn 1.55451 -21.75582 2.59681 -2.36 -6.51 -8.11
I 2.09420 -20.53891 4.29849 -0.92 3.88 -3.34
```
Positions in Å, forces in eV/Å.

Results
Energy relative to the best compared isomer or geometry (same formula, charge and spin)   14.7947 eV
Calculated total energy   -145699.336 eV
Spin multiplicity   3
Total charge   +5
F_max   16.6 eV Å⁻¹